The following is a DFT calculation (the ωB97M-V functional and the def2-TZVPD basis) of a 2-piece molecular cluster, C2H4FIO overall at a distorted geometry.

Values from the calculation:
Largest force on an atom = 6.6 eV/Å
HOMO level = -8.809 eV
ΔE to the lowest compared entry with this formula, charge and spin = 280.2 kJ/mol
Energy = -15000.860 eV
E_LUMO = -0.1666 eV
Net charge = 0

```
9
C2H4FIO (the ωB97M-V functional and the def2-TZVPD basis)
C -0.187 0.842 0.313
C 1.203 -1.045 -0.163
O 0.027 -0.492 -0.123
F 1.205 -1.913 -1.085
I 3.067 0.163 0.178
H -1.129 1.144 -0.247
H 0.701 1.357 -0.015
H -0.357 0.862 1.412
H 1.551 -2.096 1.153
```

Atom charges from the Mulliken analysis, given in e for atoms 1 to 5: number 1, C, carries -0.575; number 2, C, carries 0.042; number 3, O, carries -0.254; number 4, F, carries -0.166; number 5, I, carries 0.003